Entry 1:
{"formula": "C4H8ClNO4", "method": "ωB97M-V with the def2-TZVPD basis set", "symbols": ["Cl", "O", "O", "O", "O", "N", "C", "C", "C", "C", "H", "H", "H", "H", "H", "H", "H", "H"], "coordinates": [[-1.34, 1.47, -0.36], [-0.70, -2.05, 1.38], [1.79, 1.83, 0.28], [0.44, 1.39, 2.10], [-1.85, -0.35, 2.07], [-1.04, -0.94, 1.43], [0.03, 0.39, -0.13], [-0.79, -0.93, -2.04], [0.33, -0.68, -1.01], [0.95, 0.89, 0.92], [1.24, -0.24, -1.59], [2.52, 1.79, 0.88], [-1.59, -1.41, -1.46], [-1.04, 0.13, -2.24], [0.41, -1.56, -0.31], [-0.37, 1.82, 1.88], [1.65, 0.00, 1.13], [-0.65, -1.54, -2.92]], "gap_ev": [8.48, 7.76], "e_above_lowest_kj_mol": 182.59, "e_homo_ha": [-0.331, -0.314], "lumo_energy_ev": [-0.54, -0.79], "e_tot_ev": -26474.675, "mol_weight_g_mol": 169.564}

---

Entry 2:
{"formula": "C4H8ClP", "method": "ωB97M-V with the def2-TZVPD basis set", "symbols": ["Cl", "P", "C", "C", "C", "C", "H", "H", "H", "H", "H", "H", "H", "H"], "coordinates": [[3.40, -0.77, 0.05], [2.69, 1.14, 0.01], [-1.94, 0.11, 0.58], [0.08, -0.89, -0.52], [-0.51, -0.16, 0.66], [0.39, 0.56, -0.28], [2.60, 1.24, -1.32], [-0.10, -0.24, 1.61], [-2.43, -0.71, 0.94], [-2.11, 0.92, 1.27], [0.05, 1.10, -1.17], [-0.69, -1.14, -1.33], [0.83, -1.61, -0.19], [-2.26, 0.45, -0.31]], "gap_ev": 9.57, "e_above_lowest_kj_mol": 144.53, "e_homo_ha": -0.333, "lumo_energy_ev": 0.50, "e_tot_ev": -26086.257, "mol_weight_g_mol": 122.535}

---

Entry 3:
{"formula": "C4H8F3NO", "method": "ωB97M-V with the def2-TZVPD basis set", "symbols": ["F", "F", "F", "O", "N", "C", "C", "C", "C", "H", "H", "H", "H", "H", "H", "H", "H"], "coordinates": [[0.17, 1.02, -2.18], [-1.43, -0.52, -2.11], [-1.60, -1.12, 0.82], [-0.56, 0.59, 1.63], [-1.98, 1.55, -1.37], [2.14, -0.31, 0.56], [-0.44, -0.35, 0.67], [-1.00, 0.66, -1.61], [0.79, -1.12, 0.72], [2.83, -0.83, -0.22], [0.95, -1.65, 1.71], [-2.78, 1.14, -1.01], [1.91, 0.68, 0.20], [-0.49, 0.15, 2.54], [-2.06, 2.40, -1.76], [2.82, -0.26, 1.35], [0.72, -2.02, 0.06]], "gap_ev": [8.08, 8.74], "e_above_lowest_kj_mol": 423.20, "e_homo_ha": [-0.283, -0.295], "lumo_energy_ev": [0.37, 0.72], "e_tot_ev": -15964.229, "mol_weight_g_mol": 143.108}

---

Entry 4:
{"formula": "C4H8F3O4Y2", "method": "ωB97M-V with the def2-TZVPD basis set", "symbols": ["Y", "Y", "F", "F", "F", "O", "O", "O", "O", "C", "C", "C", "C", "H", "H", "H", "H", "H", "H", "H", "H"], "coordinates": [[0.77, 2.67, -1.22], [3.52, 2.92, 1.34], [-2.73, -0.53, -1.86], [-3.84, 0.42, -0.32], [-3.18, -1.63, -0.11], [2.22, 1.48, 0.13], [-1.18, 1.47, -0.23], [2.40, 4.09, -0.33], [-0.29, -0.47, 0.06], [1.12, -2.39, -0.01], [-2.80, -0.43, -0.50], [-0.20, -1.84, 0.48], [-1.51, 0.17, 0.21], [2.45, 5.06, -0.43], [1.90, 0.56, 0.26], [1.32, -3.43, 0.23], [1.95, -1.76, 0.27], [1.09, -2.28, -1.10], [-1.85, 0.26, 1.24], [-0.16, -1.81, 1.57], [-1.02, -2.53, 0.31]], "gap_ev": 3.51, "e_above_lowest_kj_mol": 0.00, "e_homo_ha": -0.676, "lumo_energy_ev": -14.88, "e_tot_ev": -22675.324, "mol_weight_g_mol": 354.910, "total_charge": 3}

---

Entry 5:
{"formula": "C4H8FN", "method": "ωB97M-V with the def2-TZVPD basis set", "symbols": ["F", "N", "C", "C", "C", "C", "H", "H", "H", "H", "H", "H", "H", "H"], "coordinates": [[-2.35, 1.20, -0.44], [1.22, 0.38, 0.62], [-2.02, -0.99, 0.45], [-1.67, 0.47, 0.47], [2.61, 0.47, 0.24], [0.32, 0.60, -0.19], [3.03, 1.35, 0.72], [3.12, -0.41, 0.63], [-2.14, -1.33, -0.57], [2.76, 0.54, -0.84], [-2.95, -1.17, 1.00], [0.30, 0.88, -1.23], [-1.65, 0.97, 1.43], [-1.22, -1.56, 0.93]], "gap_ev": 9.61, "e_above_lowest_kj_mol": 224.24, "e_homo_ha": -0.310, "lumo_energy_ev": 1.16, "e_tot_ev": -8482.714, "mol_weight_g_mol": 89.113}

---

Entry 6:
{"formula": "C4H8FN", "method": "ωB97M-V with the def2-TZVPD basis set", "symbols": ["F", "N", "C", "C", "C", "C", "H", "H", "H", "H", "H", "H", "H", "H"], "coordinates": [[-2.14, 0.05, 0.43], [0.96, -0.06, -0.37], [-0.02, -1.04, -0.05], [-1.06, -0.10, -0.41], [2.22, 0.03, 0.25], [-0.06, 1.05, -0.12], [-0.03, 2.09, -0.77], [1.93, 0.18, 1.38], [2.77, -0.84, 0.10], [-1.50, -0.16, -1.43], [0.11, -1.98, -0.56], [-0.04, 1.38, 0.92], [0.01, -1.24, 1.08], [2.82, 0.94, -0.04]], "gap_ev": 9.81, "e_above_lowest_kj_mol": 176.64, "e_homo_ha": -0.319, "lumo_energy_ev": 1.13, "e_tot_ev": -8483.207, "mol_weight_g_mol": 89.113, "smiles": "CN1CC(F)C1"}

---

Entry 7:
{"formula": "C4H8FN2", "method": "ωB97M-V with the def2-TZVPD basis set", "symbols": ["F", "N", "N", "C", "C", "C", "C", "H", "H", "H", "H", "H", "H", "H", "H"], "coordinates": [[1.12, 1.99, -0.14], [-0.83, 0.68, -0.43], [1.67, -0.79, -0.28], [-2.80, -0.37, 0.46], [2.84, -0.28, 0.38], [-1.95, 0.23, -0.64], [0.38, 0.98, -0.34], [-3.72, 0.20, 0.49], [-2.32, -0.26, 1.40], [3.07, 0.65, -0.08], [-2.99, -1.36, 0.31], [-2.49, 0.25, -1.52], [3.75, -0.94, 0.32], [1.78, -0.97, -1.25], [2.48, -0.01, 1.30]], "gap_ev": [8.26, 8.26], "e_above_lowest_kj_mol": 561.45, "e_homo_ha": [-0.519, -0.519], "lumo_energy_ev": [-5.86, -5.86], "e_tot_ev": -9963.006, "mol_weight_g_mol": 103.120, "total_charge": 1}

---

Entry 8:
{"formula": "C4H8FN3", "method": "ωB97M-V with the def2-TZVPD basis set", "symbols": ["F", "N", "N", "N", "C", "C", "C", "C", "H", "H", "H", "H", "H", "H", "H", "H"], "coordinates": [[1.66, -1.91, 0.16], [-0.54, 1.62, -1.25], [-1.06, -1.04, 1.10], [0.59, 1.69, -0.29], [-0.97, 0.40, -0.90], [0.31, 0.90, 0.99], [0.85, -1.09, -0.59], [-0.18, -0.27, 0.19], [1.27, 1.03, 1.80], [1.33, -0.23, -1.18], [-0.73, 1.16, 1.48], [-1.83, -1.51, 0.57], [1.06, 2.85, -0.46], [-1.91, 0.10, -1.57], [-0.45, -1.87, 1.31], [0.60, -1.82, -1.35]], "gap_ev": 9.53, "e_above_lowest_kj_mol": 389.27, "e_homo_ha": -0.318, "lumo_energy_ev": 0.88, "e_tot_ev": -11460.766, "mol_weight_g_mol": 117.127, "smiles": "N[C@@]1(CF)C=NNC1"}

---

Entry 9:
{"formula": "C4H8FNO", "method": "ωB97M-V with the def2-TZVPD basis set", "symbols": ["F", "O", "N", "C", "C", "C", "C", "H", "H", "H", "H", "H", "H", "H", "H"], "coordinates": [[-1.83, -0.84, -1.45], [2.07, -1.13, -0.90], [1.39, -0.33, -0.03], [0.12, -0.29, -0.30], [-0.10, 1.43, 1.54], [-0.49, -1.20, -1.36], [-0.85, 0.60, 0.45], [3.01, -0.98, -0.79], [0.02, -1.04, -2.37], [0.36, 0.69, 2.17], [-0.83, 1.98, 2.16], [-1.58, -0.03, 0.97], [0.50, 2.23, 1.17], [-0.43, -2.28, -1.06], [-1.35, 1.18, -0.20]], "gap_ev": 10.54, "e_above_lowest_kj_mol": 172.78, "e_homo_ha": -0.354, "lumo_energy_ev": 0.91, "e_tot_ev": -10530.713, "mol_weight_g_mol": 105.112, "smiles": "CC/C(CF)=N/O"}

---

Entry 10:
{"formula": "C4H8FNO", "method": "ωB97M-V with the def2-TZVPD basis set", "symbols": ["F", "O", "N", "C", "C", "C", "C", "H", "H", "H", "H", "H", "H", "H", "H"], "coordinates": [[2.00, 0.52, -0.74], [-2.19, 0.21, -0.71], [-0.29, 1.27, 0.70], [0.98, -0.47, -0.57], [-0.10, -0.07, 0.31], [-1.43, -0.76, 0.05], [1.02, -0.94, 0.82], [-1.83, -0.94, 1.13], [1.76, -0.28, 1.45], [-1.60, 0.96, -0.33], [-1.37, -1.65, -0.60], [0.49, 2.04, 0.50], [-0.66, 1.35, 1.70], [1.05, -2.02, 1.18], [0.86, -1.26, -1.30]], "gap_ev": 10.49, "e_above_lowest_kj_mol": 214.47, "e_homo_ha": -0.354, "lumo_energy_ev": 0.85, "e_tot_ev": -10530.281, "mol_weight_g_mol": 105.112, "smiles": "N[C@]1(CO)C[C@@H]1F"}

---

Entry 11:
{"formula": "C4H8FNO", "method": "ωB97M-V with the def2-TZVPD basis set", "symbols": ["F", "O", "N", "C", "C", "C", "C", "H", "H", "H", "H", "H", "H", "H", "H"], "coordinates": [[-2.28, -0.48, -0.47], [0.72, -0.76, 1.52], [-1.64, 0.59, 0.22], [0.46, 1.85, 0.39], [0.58, -1.86, -0.62], [-0.13, 0.61, -0.23], [0.49, -0.68, 0.33], [0.01, 2.17, 1.35], [1.59, 1.55, 0.57], [1.68, -2.22, -0.65], [-1.87, 0.29, 1.09], [-0.13, 0.44, -1.36], [0.28, -1.48, -1.59], [0.33, 2.70, -0.28], [-0.09, -2.71, -0.28]], "gap_ev": 10.33, "e_above_lowest_kj_mol": 263.30, "e_homo_ha": -0.350, "lumo_energy_ev": 0.81, "e_tot_ev": -10529.775, "mol_weight_g_mol": 105.112, "smiles": "CC(=O)[C@H](C)NF"}

---

Entry 12:
{"formula": "C4H8FNO", "method": "ωB97M-V with the def2-TZVPD basis set", "symbols": ["F", "O", "N", "C", "C", "C", "C", "H", "H", "H", "H", "H", "H", "H", "H"], "coordinates": [[-0.79, -0.13, 1.64], [1.88, 1.03, -0.10], [-0.59, 1.87, 0.06], [1.07, 0.12, 0.07], [-1.42, -0.29, -0.62], [1.45, -1.30, 0.23], [-0.43, 0.49, 0.20], [-0.98, -0.58, -1.59], [-1.50, 2.24, 0.01], [2.42, -1.20, 0.78], [1.86, -1.73, -0.77], [0.68, -2.02, 0.69], [-2.33, 0.18, -0.83], [0.11, 2.53, 0.24], [-1.45, -1.20, 0.01]], "gap_ev": [7.34, 7.41], "e_above_lowest_kj_mol": 64.91, "e_homo_ha": [-0.235, -0.378], "lumo_energy_ev": [0.94, -2.86], "e_tot_ev": -10528.392, "mol_weight_g_mol": 105.112, "s2": 2.01, "spin_multiplicity": 3}